# 1
17
Properties=species:S:1:pos:R:3:forces:R:3 method="wB97M-V/def2-TZVPD" total_energy_ha=-380.2888 de_lowest_kj_mol=125.75 smiles="CNC(=O)CN.O"
C 1.409 0.688 1.671 1.0 0.9 0.7
N 0.533 0.600 0.537 0.5 -0.4 0.1
C -0.636 1.249 0.276 0.0 -0.7 -1.2
O -0.899 2.412 0.454 -0.1 0.1 0.9
C -1.679 0.321 -0.408 -0.9 1.6 0.3
N -1.270 -1.044 -0.656 0.2 0.0 -0.6
H 2.429 0.335 1.451 -0.5 0.0 -0.4
H 1.560 1.715 2.026 -0.3 0.0 -0.2
H 1.085 0.106 2.542 -0.3 0.0 -0.2
H 0.820 -0.022 -0.203 -0.2 -0.5 0.4
H -2.051 0.870 -1.290 0.6 -0.6 -0.1
H -2.564 0.471 0.243 0.3 -0.5 0.1
H -1.371 -1.645 0.145 0.0 0.0 0.2
H -1.769 -1.475 -1.422 -0.2 0.2 0.0
O 1.762 -1.227 -1.862 -1.0 -0.1 0.1
H 0.787 -1.185 -1.799 0.2 0.4 -0.1
H 1.855 -2.168 -1.705 0.6 -0.3 0.0

# 2
17
Properties=species:S:1:pos:R:3:forces:R:3 method="wB97M-V/def2-TZVPD" total_energy_ha=-380.2485 de_lowest_kj_mol=231.52 smiles="C[C@@H](N)C(N)=O.O"
C 1.377 -1.456 -0.068 1.7 0.0 1.6
C -0.092 -1.149 0.544 0.9 1.2 -1.2
N -0.066 -0.689 1.979 -5.2 1.9 -2.2
C -0.732 -0.063 -0.363 0.8 -2.7 -2.9
N -1.985 0.294 -0.039 -2.9 0.3 0.2
O -0.294 0.097 -1.513 -0.4 0.8 1.8
H 2.100 -0.662 0.453 -1.4 -1.9 -1.0
H 1.761 -1.490 -1.151 -1.9 0.7 1.2
H 1.646 -2.517 0.217 -0.1 1.2 0.4
H -0.798 -2.027 0.379 1.0 0.8 0.5
H 0.799 -0.720 2.336 3.8 -0.1 1.6
H -0.497 0.327 2.122 1.5 -3.0 -0.6
H -2.623 0.488 -0.857 1.3 0.0 1.3
H -2.466 -0.249 0.709 0.8 0.8 -0.8
O 1.004 3.345 -1.745 -2.6 -1.6 -1.6
H 0.164 2.849 -2.120 2.7 1.3 1.1
H 0.700 3.621 -0.884 -0.1 0.2 0.5

# 3
17
Properties=species:S:1:pos:R:3:forces:R:3 method="wB97M-V/def2-TZVPD" total_energy_ha=-380.3103 de_lowest_kj_mol=69.26 smiles="NCCC(N)=O.O"
N -0.432 1.343 -2.600 -0.2 0.3 0.4
C 0.248 0.229 -1.962 -0.1 -0.1 0.0
C -0.114 0.159 -0.491 -0.2 -0.5 0.2
C 0.632 -0.962 0.222 0.2 0.0 -0.1
N 0.224 -1.188 1.509 -0.1 0.5 -0.5
O 1.493 -1.626 -0.315 0.0 0.0 0.0
H -1.441 1.228 -2.623 0.3 0.0 -0.2
H -0.075 1.575 -3.511 -0.1 -0.1 -0.1
H 1.321 0.391 -1.995 0.1 0.1 -0.2
H 0.087 -0.738 -2.437 -0.2 -0.2 -0.1
H 0.136 1.124 -0.057 0.1 0.1 0.3
H -1.180 -0.033 -0.277 0.1 0.2 -0.4
H 0.846 -1.740 2.075 -0.1 0.0 0.2
H -0.315 -0.439 1.921 0.3 -0.5 0.5
O -1.230 1.334 3.121 -0.7 -0.1 -0.9
H -2.160 1.563 3.266 0.2 0.0 0.5
H -1.275 1.184 2.161 0.4 0.3 0.3

# 4
17
Properties=species:S:1:pos:R:3:forces:R:3 method="wB97M-V/def2-TZVPD" total_energy_ha=-380.2991 de_lowest_kj_mol=98.71 smiles="NCCC(N)=O.O"
N -0.923 1.700 0.367 -0.6 0.3 0.7
C 0.065 0.717 0.825 0.4 0.5 -0.4
C -0.152 -0.627 0.149 0.5 -0.3 0.3
C 0.888 -1.664 0.529 0.5 0.4 0.3
N 0.806 -2.292 1.749 -0.5 0.0 0.4
O 1.812 -1.884 -0.223 0.0 -0.5 -0.3
H -0.557 2.530 -0.083 0.5 -0.3 -0.2
H -1.373 2.081 1.192 -0.3 -0.1 -0.1
H 1.067 1.052 0.567 0.2 0.0 0.0
H 0.059 0.648 1.913 -0.2 -0.2 0.1
H 0.046 -0.524 -0.912 -0.4 0.2 -0.2
H -1.152 -1.004 0.333 -0.2 0.0 0.0
H 1.057 -3.258 1.852 0.6 0.1 -0.1
H 0.320 -1.893 2.531 -0.4 0.0 -0.2
O -1.773 3.068 -2.953 -0.1 -0.6 -0.1
H -2.223 2.357 -2.474 0.0 0.3 0.2
H -1.421 2.583 -3.711 0.1 0.3 0.0

# 5
17
Properties=species:S:1:pos:R:3:forces:R:3 method="wB97M-V/def2-TZVPD" total_energy_ha=-380.1225 de_lowest_kj_mol=562.38
C -0.382 -0.415 1.393 0.7 -0.4 -0.4
N -0.187 0.675 2.290 0.1 0.1 -0.2
N 0.592 -0.400 0.210 -4.0 2.4 -4.6
O 1.765 0.020 0.473 0.9 -1.0 0.0
H 0.815 0.842 2.386 -0.2 -0.1 0.0
H -0.617 1.530 1.957 0.0 -0.1 0.0
H -0.133 -1.346 1.903 -0.1 -0.1 0.1
H -1.397 -0.448 1.000 0.0 0.0 0.0
C 0.044 1.014 -0.918 0.7 0.5 2.2
C 0.174 -1.359 -1.081 1.8 -1.0 3.2
O -1.096 1.152 -1.655 -0.2 -0.5 -0.2
H -0.961 0.818 -2.549 0.0 0.0 0.1
H 1.001 1.040 -1.435 -0.1 -0.1 -0.1
H -0.004 1.712 -0.089 0.2 0.3 -0.2
H 0.172 -2.324 -0.582 0.0 -0.6 -0.5
H -0.805 -1.205 -1.540 0.2 0.6 0.5
H 1.018 -1.307 -1.763 -0.1 0.2 0.0

# 6
17
Properties=species:S:1:pos:R:3:forces:R:3 method="wB97M-V/def2-TZVPD" total_energy_ha=-380.2929 de_lowest_kj_mol=114.96 smiles="CC(=O)NCN.O"
C 0.502 2.122 1.753 0.4 -0.4 -1.2
C 0.344 1.503 0.366 0.8 -0.9 0.4
O -0.019 2.063 -0.636 -0.2 0.8 -0.2
N 0.906 0.231 0.272 0.1 -0.1 -0.2
C 1.280 -0.277 -1.035 -0.3 -0.9 0.2
N 1.950 -1.562 -0.790 -0.6 0.5 0.0
H 1.569 2.052 1.959 0.0 0.0 0.1
H 0.006 1.483 2.478 -0.3 0.5 0.3
H 0.251 3.174 1.674 -0.6 -0.1 0.5
H 0.584 -0.550 0.834 0.2 0.5 0.4
H 1.874 0.442 -1.598 0.0 0.2 0.2
H 0.396 -0.515 -1.628 -0.1 0.2 -0.2
H 1.773 -2.141 -1.581 0.0 -0.6 -0.5
H 2.943 -1.483 -0.690 0.4 0.2 0.1
O -4.039 -2.913 0.010 0.8 0.4 -0.7
H -3.502 -3.515 0.525 -0.1 -0.2 0.2
H -4.926 -2.946 0.333 -0.7 -0.2 0.5

# 7
17
Properties=species:S:1:pos:R:3:forces:R:3 method="wB97M-V/def2-TZVPD" total_energy_ha=-380.0556 de_lowest_kj_mol=737.97 smiles="[O-]/[NH+]=N/O.CCC"
O -0.029 3.432 1.544 -0.1 0.3 -0.1
N -0.210 2.310 0.821 0.2 -0.3 -0.3
N 0.756 1.715 1.638 0.0 -0.7 0.0
O 1.801 1.346 0.907 -0.1 0.4 -0.1
H -1.113 1.841 0.984 0.1 0.2 0.3
H 1.584 1.499 -0.039 -0.1 0.0 0.2
C 0.875 -1.445 -1.062 -0.1 0.0 0.0
C -0.483 -0.747 -0.984 0.0 0.0 0.1
C -1.207 -1.021 0.335 0.0 0.0 -0.1
H 1.386 -1.225 -2.002 0.0 0.0 0.0
H 0.758 -2.529 -0.993 0.0 0.0 0.0
H 1.527 -1.136 -0.241 0.0 0.0 0.0
H -1.110 -1.074 -1.818 0.0 0.0 0.0
H -0.355 0.333 -1.118 0.0 0.0 0.0
H -1.407 -2.088 0.453 0.0 0.0 0.0
H -2.168 -0.501 0.383 0.0 0.0 0.0
H -0.605 -0.710 1.193 0.0 0.0 0.0

# 8
17
Properties=species:S:1:pos:R:3:forces:R:3 method="wB97M-V/def2-TZVPD" total_energy_ha=-380.3159 de_lowest_kj_mol=54.50 smiles="CC(=O)NCN.O"
C 0.328 2.184 -0.766 0.3 0.6 0.0
C 0.002 0.785 -0.346 -0.3 -0.5 0.0
O -0.646 0.051 -1.078 0.0 0.0 0.1
N 0.455 0.371 0.869 0.1 0.3 -0.4
C 0.316 -0.996 1.325 -0.1 -0.8 0.7
N 1.483 -1.512 2.020 0.3 0.5 -0.3
H 0.661 2.853 0.029 0.1 -0.2 0.1
H 1.109 2.143 -1.525 0.1 0.0 0.0
H -0.533 2.648 -1.232 -0.2 -0.1 -0.1
H 1.102 0.968 1.358 -0.1 0.0 0.1
H -0.535 -1.110 2.004 0.1 0.3 0.0
H 0.071 -1.653 0.501 0.2 0.2 -0.5
H 1.578 -1.056 2.920 0.0 -0.1 0.1
H 2.337 -1.301 1.494 -0.4 -0.3 0.2
O -2.635 -1.845 -2.632 0.1 0.3 0.1
H -3.211 -1.084 -2.769 0.0 -0.1 0.0
H -1.881 -1.448 -2.170 0.0 -0.1 0.0

# 9
17
Properties=species:S:1:pos:R:3:forces:R:3 method="wB97M-V/def2-TZVPD" total_charge=+1 total_energy_ha=-379.9573 de_lowest_kj_mol=166.64 spin_multiplicity=2 s2=0.75
C 1.750 0.721 0.517 -0.2 1.2 0.0
N 0.545 0.000 0.182 0.6 -2.7 0.9
C 0.452 -0.910 -0.933 0.3 2.1 -2.1
C -0.436 -2.136 -0.717 -0.9 -1.0 1.9
N -0.006 -2.892 0.337 0.5 0.1 0.6
O -1.498 -2.373 -1.234 0.9 0.8 -0.8
H 2.235 1.132 -0.371 0.0 -0.5 -0.1
H 2.466 0.159 1.161 -0.6 -0.1 -0.5
H 1.428 1.588 1.091 0.0 0.0 0.3
H 0.036 -0.418 0.977 -0.2 1.0 0.0
H 1.485 -0.991 -1.328 -0.3 -0.7 0.2
H -0.007 -0.326 -1.778 0.0 -0.3 0.4
H 0.756 -2.660 0.955 0.3 0.0 -0.4
H -0.581 -3.640 0.692 -0.3 0.0 -0.4
H -0.783 5.501 1.953 -0.1 0.2 -0.3
H -0.831 5.428 0.409 -0.1 0.4 0.5
O -1.074 5.987 1.167 0.2 -0.6 -0.2

# 10
18
Properties=species:S:1:pos:R:3:forces:R:3 method="wB97M-V/def2-TZVPD" total_energy_ha=-778.4995 de_lowest_kj_mol=68.68 smiles="NC(=O)[C@@H](N)CS.O"
N -0.020 -1.412 1.420 0.0 0.4 -0.1
C -0.719 -0.669 0.526 -0.3 0.0 -0.5
O -1.638 -1.140 -0.115 0.0 -0.1 -0.1
C -0.243 0.768 0.303 0.1 -0.7 -0.2
N 0.832 0.718 -0.697 0.1 0.7 0.2
C -1.406 1.585 -0.233 -0.2 0.0 0.1
S -1.090 3.356 -0.378 0.2 0.1 -0.2
H 0.624 -0.980 2.058 0.1 -0.3 -0.1
H -0.182 -2.401 1.383 0.1 -0.1 0.4
H 0.086 1.128 1.282 0.1 0.4 0.1
H 1.427 -0.094 -0.645 0.0 -0.3 0.2
H 1.424 1.536 -0.586 -0.1 -0.1 -0.2
H -2.308 1.413 0.341 -0.1 0.0 0.3
H -1.638 1.243 -1.241 0.2 0.0 0.0
H -0.747 3.593 0.892 -0.1 0.0 0.1
O 1.977 -2.536 -1.267 -0.1 -0.4 -0.1
H 1.473 -2.671 -2.079 0.0 0.2 0.1
H 2.149 -3.437 -0.964 0.0 0.2 0.0

# 11
18
Properties=species:S:1:pos:R:3:forces:R:3 method="wB97M-V/def2-TZVPD" total_energy_ha=-778.5009 de_lowest_kj_mol=64.84 smiles="NC(=O)[C@@H](N)CS.O"
N -0.318 1.345 -1.999 -0.3 -0.2 0.4
C 0.144 0.565 -0.972 -0.4 1.3 -0.5
O 1.319 0.285 -0.855 -0.1 -0.3 -0.2
C -0.931 0.242 0.081 1.0 0.0 0.9
N -2.104 -0.278 -0.563 -0.7 0.1 -0.1
C -0.297 -0.628 1.212 -0.3 0.4 -1.2
S -1.044 -0.312 2.833 0.1 -0.2 -0.1
H -1.250 1.737 -1.950 0.2 -0.4 -0.1
H 0.304 1.681 -2.717 0.1 -0.1 0.2
H -1.142 1.215 0.544 -0.3 -0.1 -0.2
H -1.954 -1.209 -0.930 0.0 0.0 0.0
H -2.942 -0.291 0.013 0.4 0.1 0.0
H 0.769 -0.419 1.237 0.0 -0.1 0.2
H -0.427 -1.652 0.866 0.1 -0.3 0.5
H 0.087 0.113 3.401 0.0 0.0 0.1
O 3.533 -0.874 0.210 0.3 0.8 0.4
H 3.092 -0.027 0.001 0.2 -0.8 0.0
H 3.163 -1.491 -0.414 -0.3 -0.2 -0.3

# 12
18
Properties=species:S:1:pos:R:3:forces:R:3 method="wB97M-V/def2-TZVPD" total_charge=-1 total_energy_ha=-455.4708 de_lowest_kj_mol=159.13 spin_multiplicity=2 s2=0.75
C -0.743 1.208 -1.651 -1.3 -1.1 2.2
C 0.179 2.134 -1.793 2.9 2.9 1.0
N 0.657 2.637 -0.515 -2.2 -2.4 -1.2
C -0.070 1.888 0.413 -0.7 -0.5 -2.0
N -0.915 1.093 -0.265 0.5 -0.1 1.9
H -1.348 0.544 -2.314 0.9 1.0 0.6
H 0.723 2.572 -2.575 0.2 0.2 -1.4
H 1.323 3.387 -0.430 0.0 -0.3 0.3
H 0.092 1.895 1.520 -0.3 0.1 -1.4
H 1.265 -0.463 1.864 -0.8 1.0 -0.2
H 2.572 -0.366 2.077 4.5 -2.4 -0.1
O 1.915 0.234 2.151 -3.6 1.6 0.2
H 0.046 -2.369 1.484 0.5 0.8 -1.2
H -0.160 -1.442 0.230 -0.1 -0.2 0.2
O 0.523 -1.727 0.861 -0.6 -0.9 1.2
H -2.729 -3.517 -0.335 -0.6 0.5 -0.2
H -1.498 -4.161 -0.026 0.9 -0.2 0.2
O -1.834 -3.545 -0.697 -0.2 -0.1 0.1

# 13
18
Properties=species:S:1:pos:R:3:forces:R:3 method="wB97M-V/def2-TZVPD" total_energy_ha=-455.2839 de_lowest_kj_mol=755.31
C 0.357 0.135 0.952 1.1 -0.4 1.8
C 1.010 0.530 -0.337 0.4 0.4 0.1
N 1.578 -0.520 -0.998 -2.7 1.8 -0.3
C 0.263 -0.932 -0.821 0.5 -2.3 -0.7
N -0.313 -1.095 0.404 0.3 2.0 -1.6
H 1.124 -0.197 1.649 0.3 0.1 0.0
H 0.736 1.443 -0.870 1.1 0.6 0.4
H -0.302 -0.925 -1.753 -0.2 -1.3 0.1
H -1.290 -0.900 0.208 -1.6 -0.5 1.1
H -0.182 0.907 1.492 -1.0 -0.3 -0.7
H -3.976 -0.639 0.988 -0.1 0.0 0.0
O -3.057 -0.776 0.767 0.7 0.2 -0.6
H -2.679 1.464 -1.178 -0.2 0.0 -0.1
H -2.719 0.198 0.089 -0.5 0.0 0.6
O -2.225 1.177 -0.387 1.1 -0.2 -0.2
H 4.634 -0.164 -0.191 0.1 0.1 0.2
H 3.149 0.066 -0.301 0.6 0.0 0.1
O 3.893 0.227 0.289 0.1 -0.1 -0.2

# 14
18
Properties=species:S:1:pos:R:3:forces:R:3 method="wB97M-V/def2-TZVPD" total_energy_ha=-455.3717 de_lowest_kj_mol=524.99 smiles="C[C@H](N)C(N)=O.OO"
C 0.706 -1.678 -0.574 0.0 0.2 -0.3
C 0.783 -0.168 -0.660 -3.5 0.4 0.7
N 1.695 0.372 0.275 0.4 0.8 2.7
C -0.796 0.475 -0.424 3.1 -1.3 -4.1
N -0.760 1.848 -0.576 -0.4 0.1 1.0
O -1.735 -0.245 -0.767 -0.5 0.3 1.2
H 1.654 -2.121 -0.872 0.1 0.0 0.0
H -0.083 -2.055 -1.220 0.0 0.0 0.0
H 0.481 -1.981 0.448 0.0 0.0 0.1
H 0.984 0.193 -1.671 0.3 -0.1 0.0
H 1.898 1.344 0.054 0.0 -0.2 0.3
H 1.249 0.387 1.280 1.7 -0.1 -2.8
H -0.079 2.269 -1.191 -0.3 -0.1 0.3
H -1.604 2.333 -0.310 0.2 0.2 -0.6
O -0.933 0.429 1.522 3.2 -0.1 3.4
O -1.577 -0.828 1.740 0.1 0.0 0.5
H 0.045 0.408 2.124 -4.5 -0.3 -2.3
H -1.926 -0.983 0.823 0.3 0.2 0.0